w.
Density functional theory data (ωB97M-V/def2-TZVPD) for a single C7H11NO molecule.

Each line ends with the Löwdin charge.
Positions of all 20 atoms, in Å:
1 O -0.27 3.60 1.49  0.046
2 C 0.21 2.42 1.55  -0.195
3 N 0.95 1.40 1.27  0.102
4 C 0.18 0.06 1.21  -0.278
5 C 1.03 -1.22 0.56  -0.139
6 C 0.71 -1.23 -0.93  -0.238
7 C 0.31 0.15 -1.45  -0.205
8 C -1.08 0.33 -0.94  -0.259
9 C -1.17 -0.09 0.50  -0.165
10 H 0.16 0.02 2.44  0.177
11 H 0.66 -2.20 1.04  0.133
12 H 2.05 -1.07 0.90  0.094
13 H 1.46 -1.76 -1.52  0.106
14 H -0.07 -1.98 -1.15  0.108
15 H 0.30 0.09 -2.61  0.150
16 H 0.73 1.01 -0.93  0.094
17 H -1.79 -0.16 -1.56  0.101
18 H -1.20 1.43 -1.19  0.131
19 H -2.06 0.43 0.85  0.115
20 H -1.11 -1.23 0.46  0.122

Its charge is 0. For the gap between HOMO and LUMO, the calculation gives 10.215 eV. The SMILES is O=C=NC1CCCCC1.

=====

x.
Density functional theory data (ωB97M-V/def2-TZVPD) for C7H11NO as an isolated structure.

Each line ends with the Löwdin charge.
Positions of all 20 atoms, in Å:
1 C -0.03 0.55 2.17  -0.021
2 C 0.82 1.16 -1.50  -0.050
3 C -0.58 0.49 0.76  -0.481
4 C 0.81 0.22 -0.31  -0.378
5 C -0.45 -1.34 -0.55  -0.145
6 C -1.25 -0.77 0.35  -0.030
7 C -0.18 -2.18 -1.54  0.052
8 O -1.28 1.66 0.53  0.015
9 N 1.98 -0.18 0.12  0.130
10 H -2.15 1.49 0.14  0.111
11 H 1.87 -0.84 0.88  0.046
12 H -2.22 -1.11 0.69  0.118
13 H -0.87 0.60 2.87  0.091
14 H 0.55 -0.33 2.43  0.077
15 H 0.59 1.44 2.30  0.095
16 H 1.30 0.69 -2.36  0.077
17 H -0.17 1.48 -1.82  0.072
18 H 1.39 2.06 -1.24  0.086
19 H 0.85 -2.45 -1.77  0.067
20 H -0.97 -2.63 -2.13  0.067

Its charge is 0. For the gap between HOMO and LUMO (alpha / beta), the calculation gives 7.493 / 7.492 eV.

=====

y.
Density functional theory data (ωB97M-V/def2-TZVPD) for a single C7H11NO molecule.

Each line ends with the Löwdin charge.
Positions of all 20 atoms, in Å:
1 H 1.52 2.98 -0.07  0.060
2 N 1.49 1.98 0.18  0.100
3 C 0.34 1.49 -0.04  -0.184
4 C -0.24 0.15 1.12  -0.196
5 C -1.62 0.60 1.48  -0.071
6 C -0.16 -0.98 0.20  -0.275
7 C -0.57 -2.25 0.28  0.090
8 C 0.16 -0.30 -1.14  -0.487
9 C 1.59 -0.56 -1.60  -0.013
10 O -0.78 -0.14 -1.95  0.052
11 H -0.49 2.09 -0.46  0.118
12 H 0.53 0.20 1.89  0.134
13 H -2.20 0.69 0.55  0.099
14 H -2.11 -0.15 2.11  0.088
15 H -1.61 1.54 2.04  0.084
16 H -0.50 -2.90 -0.59  0.074
17 H -1.13 -2.61 1.14  0.067
18 H 1.93 0.31 -2.17  0.082
19 H 1.59 -1.46 -2.22  0.093
20 H 2.27 -0.69 -0.76  0.085

Its charge is 0. For the gap between HOMO and LUMO, the calculation gives 8.789 eV. The SMILES is [H]/N=C/[C@@H](C)C(=C)C(C)=O.

=====

Verdict on stability: x comes out at the bottom.

=====

w.
Density functional theory data (ωB97M-V/def2-TZVPD) for a single C7H11NO molecule.

Each line ends with the Löwdin charge.
Positions of all 20 atoms, in Å:
1 C -0.56 2.46 0.60  -0.067
2 N -0.25 0.98 0.50  -0.200
3 C 0.16 0.57 -0.71  -0.230
4 C 1.18 0.67 0.32  -0.195
5 C 1.10 -0.71 1.05  -0.151
6 C -0.15 -1.49 0.47  -0.079
7 C -0.06 -1.00 -0.95  -0.533
8 C -0.95 -1.53 -1.72  -0.179
9 O 0.36 -1.70 -1.96  0.137
10 H -0.17 2.64 1.72  0.102
11 H 0.07 2.74 -0.52  0.144
12 H -1.86 2.67 0.72  0.137
13 H 0.15 1.29 -1.48  0.116
14 H 2.00 1.41 0.89  0.206
15 H 0.73 -0.60 2.23  0.150
16 H 2.17 -1.11 1.12  0.111
17 H 0.19 -2.58 0.58  0.163
18 H -0.95 -1.15 0.91  0.050
19 H -1.45 -2.58 -1.40  0.174
20 H -1.71 -1.00 -2.35  0.142

Its charge is 0. For the gap between HOMO and LUMO, the calculation gives 9.787 eV. The SMILES is CN1[C@H]2[C@@H]1CC[C@@]21CO1.

=====

x.
Density functional theory data (ωB97M-V/def2-TZVPD) for C7H11NO as an isolated structure.

Each line ends with the Löwdin charge.
Positions of all 20 atoms, in Å:
1 C 0.76 0.86 0.37  -0.071
2 C 0.67 2.33 0.40  -0.052
3 C -2.46 -0.86 0.14  -0.034
4 C -0.20 0.17 -0.49  -0.569
5 C -1.01 -0.80 0.50  -0.319
6 C 1.41 -0.30 -1.12  -0.035
7 C 2.18 -1.33 -0.80  0.046
8 N -0.42 -1.42 1.42  0.136
9 O -0.88 0.72 -1.41  -0.046
10 H 1.18 0.36 1.24  0.117
11 H -1.05 -1.96 2.02  0.060
12 H 1.47 0.19 -2.08  0.109
13 H -0.31 2.72 0.10  0.090
14 H 0.87 2.75 1.38  0.083
15 H 1.33 2.72 -0.39  0.099
16 H -3.02 -1.45 0.87  0.076
17 H -2.88 0.15 0.10  0.086
18 H -2.56 -1.27 -0.86  0.091
19 H 2.04 -1.85 0.14  0.064
20 H 2.88 -1.73 -1.52  0.069

Its charge is 0. For the gap between HOMO and LUMO (alpha / beta), the calculation gives 8.118 / 8.119 eV.

=====

Verdict on stability: w comes out at the bottom.

=====

w.
Density functional theory data (ωB97M-V/def2-TZVPD) for a single C7H11NO molecule.

Each line ends with the Löwdin charge.
Positions of all 20 atoms, in Å:
1 C 0.04 -1.38 -2.47  0.074
2 C 0.30 -0.80 -1.31  -0.304
3 C 0.75 0.66 -1.02  -0.042
4 C 0.32 0.68 0.46  -0.359
5 N -1.13 0.64 0.43  -0.072
6 C -1.77 1.72 1.13  -0.119
7 C 0.79 0.30 1.87  0.039
8 C 0.91 -0.68 0.76  -0.270
9 O 0.22 -1.54 -0.10  -0.012
10 H 0.08 -0.78 -3.36  0.056
11 H -0.23 -2.43 -2.54  0.067
12 H 0.16 1.36 -1.62  0.114
13 H 1.82 0.78 -1.22  0.121
14 H -1.51 -0.27 0.66  0.121
15 H -2.86 1.68 1.03  0.082
16 H -1.44 2.66 0.68  0.081
17 H -1.54 1.77 2.22  0.072
18 H -0.05 0.34 2.57  0.098
19 H 1.76 0.51 2.32  0.106
20 H 1.97 -0.71 0.50  0.147

Its charge is 0. For the gap between HOMO and LUMO, the calculation gives 9.667 eV. The SMILES is C=C1C[C@]2(NC)C[C@H]2O1.

=====

x.
Density functional theory data (ωB97M-V/def2-TZVPD) for a single C7H11NO molecule.

Each line ends with the Löwdin charge.
Positions of all 20 atoms, in Å:
1 C 0.75 -1.49 0.53  -0.066
2 C 0.28 -0.62 -0.62  -0.336
3 C -1.14 -1.02 -0.94  -0.084
4 C -2.21 -0.47 -0.35  -0.162
5 N -2.15 0.38 0.76  0.008
6 C -1.10 1.03 1.00  0.001
7 C 0.39 0.86 -0.15  -0.433
8 C 1.73 1.20 0.55  -0.032
9 O 0.21 1.63 -1.25  0.028
10 H 0.70 -2.59 0.09  0.113
11 H -0.08 -1.50 1.33  0.113
12 H 1.79 -1.29 0.82  0.067
13 H 0.72 -0.55 -1.63  0.152
14 H -1.35 -1.78 -1.67  0.097
15 H -3.32 -0.76 -0.51  0.127
16 H -1.20 1.66 1.87  0.086
17 H 1.75 2.22 0.38  0.045
18 H 2.65 0.86 0.06  0.085
19 H 1.92 0.88 1.64  0.119
20 H -0.35 1.34 -1.92  0.073

Its charge is 0. For the gap between HOMO and LUMO, the calculation gives 9.334 eV. The SMILES is C[C@H]1C=CN=C[C@]1(C)O.

=====

y.
Density functional theory data (ωB97M-V/def2-TZVPD) for a single C7H11NO molecule.

Each line ends with the Löwdin charge.
Positions of all 20 atoms, in Å:
1 C 1.77 0.67 -0.05  -0.227
2 C 0.10 -0.66 1.69  0.013
3 C -0.62 -2.13 -0.32  -0.020
4 C -0.15 1.97 -1.20  0.002
5 C -0.54 0.35 0.72  -0.355
6 C 0.21 -1.03 0.26  -0.431
7 C 0.35 1.06 -0.15  -0.139
8 O -1.91 0.57 0.73  0.033
9 N 1.35 -0.63 -0.58  0.024
10 H -2.33 0.03 0.05  0.103
11 H 2.41 1.19 -0.77  0.115
12 H 2.22 0.73 0.95  0.107
13 H -0.66 -1.17 2.27  0.121
14 H 0.97 -0.35 2.26  0.104
15 H 0.02 -3.01 -0.39  0.092
16 H -1.50 -2.37 0.28  0.084
17 H -0.92 -1.88 -1.34  0.085
18 H 0.20 2.98 -0.97  0.103
19 H 0.27 1.69 -2.17  0.103
20 H -1.23 2.01 -1.26  0.082

Its charge is 0. For the gap between HOMO and LUMO (alpha / beta), the calculation gives 7.171 / 7.177 eV.

=====

Verdict on stability: w comes out at the bottom.